Record 1
Here is C19H44ClNP2PbS as an isolated structure at a distorted geometry from the OMol25 dataset. Energies are from ωB97M-V with the def2-TZVPD basis set.

Geometry as XYZ:
```
69
Properties=species:S:1:pos:R:3:mulliken_charge:R:1
Pb -0.60 1.24 -0.52 0.895
Cl -2.00 2.23 -2.28 -0.430
P -1.17 1.84 2.17 -0.011
C -2.97 2.32 2.13 0.486
C -0.90 1.01 3.81 0.669
C -0.28 3.47 2.09 0.599
C -3.79 1.25 1.39 -1.130
H -2.97 3.24 1.52 0.353
C -3.61 2.64 3.48 -1.542
H -3.59 1.79 4.17 0.262
H -4.67 2.90 3.31 0.464
H -3.14 3.50 3.97 0.283
H -3.48 1.18 0.33 0.207
H -4.85 1.52 1.41 0.461
H -3.69 0.26 1.85 0.176
H -0.66 3.89 1.14 0.391
C 1.25 3.27 1.96 -1.562
C -0.63 4.47 3.20 -1.613
H -1.64 4.88 3.08 0.334
H 0.07 5.31 3.16 0.453
H -0.56 4.03 4.20 0.299
H 1.53 2.29 1.58 0.354
H 1.75 3.43 2.92 0.391
H 1.65 4.02 1.26 0.390
C -1.50 -0.39 3.79 -1.337
H -1.45 1.65 4.52 0.497
C 0.57 0.93 4.23 -1.485
H -2.58 -0.39 3.58 0.249
H -1.36 -0.87 4.77 0.468
H -0.99 -1.03 3.05 0.154
H 1.16 0.36 3.50 0.160
H 0.64 0.39 5.18 0.481
H 1.03 1.92 4.37 0.270
H -1.41 -0.42 -0.44 0.040
H 1.22 0.91 -0.46 0.102
P 0.89 -1.51 -2.55 0.413
C 1.42 -0.42 -3.98 0.344
C 2.22 -2.75 -2.22 0.512
C -0.68 -2.25 -3.22 0.555
C 2.01 0.90 -3.46 -1.089
H 0.47 -0.17 -4.47 0.435
C 2.36 -1.09 -4.97 -1.560
H 3.29 -1.41 -4.49 0.252
H 2.63 -0.37 -5.75 0.464
H 1.90 -1.95 -5.47 0.280
H 1.24 1.52 -2.97 0.035
H 2.42 1.48 -4.30 0.484
H 2.83 0.73 -2.74 0.203
H -1.26 -1.33 -3.45 0.331
C -1.47 -3.05 -2.17 -1.623
C -0.47 -3.04 -4.51 -1.618
H -0.27 -2.40 -5.37 0.291
H -1.36 -3.62 -4.74 0.479
H 0.36 -3.76 -4.39 0.281
H -1.17 -2.80 -1.15 0.300
H -1.34 -4.13 -2.32 0.436
H -2.54 -2.84 -2.27 0.388
C 3.42 -2.06 -1.56 -1.373
H 2.54 -3.14 -3.21 0.481
C 1.73 -3.93 -1.38 -1.462
H 3.86 -1.28 -2.18 0.260
H 4.20 -2.82 -1.38 0.477
H 3.12 -1.64 -0.59 0.109
H 1.36 -3.58 -0.40 0.105
H 2.58 -4.59 -1.19 0.474
H 0.96 -4.52 -1.89 0.285
S 1.26 -1.65 1.51 -0.309
C 2.21 -2.49 2.54 0.288
N 2.90 -3.10 3.28 -0.709
```

Highest occupied orbital energy in Eh: -0.256
DFT total energy in hartree: -2538.907985
Molecular weight in g mol⁻¹: 623.24
Orbital gap in eV: 4.485
Charge: 0



Record 2
Here is a 6-piece molecular cluster, C19H44N6O9 overall at a distorted geometry from the OMol25 dataset. Energies are from ωB97M-V with the def2-TZVPD basis set.

Geometry as XYZ:
```
78
Properties=species:S:1:pos:R:3:mulliken_charge:R:1
C 3.86 -6.45 -1.31 -0.639
C 3.07 -6.24 -2.70 -0.254
O 2.65 -4.87 -2.91 -0.386
C 1.50 -4.50 -2.13 -0.738
N 0.27 -5.24 -2.36 0.478
O -0.16 -5.42 -3.62 -0.437
C -0.11 -6.23 -1.39 0.522
O -0.28 -5.99 -0.17 -0.572
O -0.38 -7.57 -1.80 -0.484
H 4.00 -7.58 -1.15 0.294
H 4.90 -6.00 -1.35 0.189
H 3.26 -6.02 -0.44 0.150
H 2.21 -6.97 -2.85 0.294
H 3.83 -6.46 -3.52 0.330
H 1.77 -4.57 -1.01 0.263
H 1.32 -3.39 -2.34 0.288
H 0.57 -5.58 -4.26 0.367
H -0.04 -8.18 -1.11 0.339
C 1.87 -1.26 0.26 0.012
O 0.95 -1.64 -0.44 -0.516
N 3.12 -0.96 -0.19 0.280
C 4.17 -0.52 0.70 -0.981
C 3.41 -1.09 -1.61 -0.894
H 1.76 -1.13 1.35 0.366
H 4.51 0.47 0.39 0.356
H 5.01 -1.22 0.64 0.312
H 3.82 -0.47 1.73 0.298
H 2.73 -0.43 -2.17 0.311
H 3.23 -2.12 -1.92 0.141
H 4.44 -0.81 -1.82 0.379
C -1.17 2.27 -2.77 0.074
O -0.06 2.08 -3.25 -0.590
N -1.51 2.05 -1.47 0.228
C -2.85 2.29 -0.97 -1.049
C -0.50 1.55 -0.56 -1.066
H -2.01 2.64 -3.38 0.261
H -2.80 3.03 -0.18 0.585
H -3.26 1.35 -0.58 0.319
H -3.50 2.66 -1.76 0.228
H 0.33 2.26 -0.53 0.304
H -0.12 0.59 -0.93 0.393
H -0.91 1.42 0.44 0.357
C 5.60 -4.61 1.57 0.039
O 4.97 -4.74 0.54 -0.576
N 6.88 -5.02 1.77 0.148
C 7.57 -4.82 3.03 -0.925
C 7.59 -5.67 0.69 -0.918
H 5.16 -4.12 2.46 0.303
H 8.46 -4.21 2.87 0.340
H 7.86 -5.79 3.44 0.338
H 6.92 -4.32 3.75 0.287
H 7.63 -5.00 -0.17 0.286
H 7.04 -6.57 0.39 0.281
H 8.60 -5.94 0.99 0.363
C -5.46 4.32 0.65 -0.232
O -4.35 4.14 0.17 -0.640
N -5.80 4.09 1.95 0.155
C -7.14 4.33 2.45 -0.990
C -4.79 3.60 2.86 -0.943
H -6.30 4.69 0.04 0.515
H -7.10 5.08 3.25 0.357
H -7.55 3.40 2.84 0.379
H -7.79 4.70 1.66 0.324
H -3.96 4.31 2.90 0.294
H -4.41 2.64 2.50 0.268
H -5.20 3.47 3.86 0.392
C -6.54 7.70 0.98 0.401
O -7.38 7.64 1.86 -0.628
N -5.70 8.74 0.76 0.092
C -4.72 8.73 -0.32 -0.952
C -5.77 9.89 1.63 -0.954
H -6.41 6.87 0.26 0.091
H -3.72 8.82 0.11 0.341
H -4.92 9.57 -0.98 0.366
H -4.78 7.80 -0.89 0.312
H -5.58 9.58 2.66 0.300
H -6.77 10.32 1.57 0.292
H -5.03 10.64 1.33 0.382
```

SMILES string: CCOCN(O)C(=O)O.CN(C)C=O.CN(C)C=O.CN(C)C=O.CN(C)C=O.CN(C)C=O
Highest occupied orbital energy in Eh: -0.307
DFT total energy in hartree: -1755.938643
Molecular weight in g mol⁻¹: 500.59
Orbital gap in eV: 8.884
Energy relative to the best compared isomer or geometry (same formula, charge and spin) in eV: 2.672
Charge: 0



Record 3
Here is C19H45InN3SeSi4 as an isolated structure from the OMol25 dataset. Energies are from ωB97M-V with the def2-TZVPD basis set.

Geometry as XYZ:
```
73
Properties=species:S:1:pos:R:3:mulliken_charge:R:1
In -1.12 0.21 -0.22 0.803
N -1.59 2.37 -1.39 -0.287
C -2.92 2.93 -1.08 -0.478
C -3.96 1.88 -1.40 -1.060
N -3.70 0.63 -0.68 -0.074
C -4.42 0.46 0.59 -0.789
C -3.62 0.91 1.79 -0.637
N -2.32 0.21 1.82 -0.375
H -0.85 2.99 -1.07 -0.209
H -1.47 2.29 -2.40 0.271
H -3.12 3.85 -1.63 0.503
H -2.94 3.17 -0.02 0.216
H -3.91 1.66 -2.47 0.459
H -4.97 2.26 -1.20 0.330
H -3.96 -0.15 -1.28 0.306
H -4.61 -0.61 0.69 0.376
H -5.39 0.96 0.57 0.356
H -4.20 0.71 2.69 0.544
H -3.42 1.98 1.77 0.279
H -2.46 -0.80 1.86 0.301
H -1.80 0.49 2.64 0.179
Se -2.34 -1.97 -0.89 -0.090
C -1.58 -3.73 -1.08 0.117
C -2.53 -4.74 -1.19 -0.820
C -2.13 -6.05 -1.35 -0.598
C -0.78 -6.37 -1.40 -0.620
C 0.17 -5.36 -1.28 -0.696
C -0.24 -4.04 -1.12 0.828
H -3.59 -4.50 -1.16 0.380
H -2.87 -6.83 -1.44 0.390
H -0.46 -7.40 -1.53 0.380
H 1.22 -5.60 -1.32 0.421
H 0.50 -3.26 -1.03 -0.065
C 4.15 0.45 -1.73 -1.029
Si 2.31 0.15 -1.85 0.252
C 1.55 1.33 -3.10 -0.833
C 1.96 -1.59 -2.39 -0.914
Si 1.35 0.63 0.25 -0.378
Si 1.57 2.89 0.83 0.653
C 0.22 3.33 2.07 -0.708
C 1.50 4.06 -0.65 -1.373
C 3.26 3.13 1.59 -1.148
Si 1.75 -0.84 2.06 0.523
C 1.01 -2.52 1.75 -0.812
C 3.60 -0.95 2.24 -1.110
C 1.06 -0.13 3.66 -0.986
H 4.64 0.26 -2.69 0.411
H 4.61 -0.20 -0.98 0.289
H 4.36 1.48 -1.45 0.279
H 1.93 1.10 -4.10 0.468
H 1.79 2.36 -2.88 0.271
H 0.46 1.23 -3.14 0.027
H 2.39 -1.77 -3.38 0.507
H 0.89 -1.78 -2.47 0.183
H 2.40 -2.32 -1.71 0.285
H -0.76 2.97 1.74 -0.093
H 0.15 4.41 2.20 0.459
H 0.43 2.89 3.04 0.284
H 0.79 3.81 -1.43 0.406
H 2.48 4.08 -1.13 0.384
H 1.29 5.08 -0.31 0.479
H 3.39 2.51 2.49 0.262
H 3.43 4.17 1.88 0.392
H 4.05 2.85 0.89 0.300
H 1.63 -3.09 1.04 0.234
H 0.00 -2.49 1.34 0.060
H 0.98 -3.10 2.68 0.474
H 4.07 -1.34 1.33 0.279
H 3.88 -1.61 3.07 0.414
H 4.04 0.03 2.44 0.282
H -0.03 -0.20 3.74 0.234
H 1.35 0.91 3.80 0.225
H 1.47 -0.70 4.50 0.428
```

Highest occupied orbital energy in Eh: -0.380
DFT total energy in hartree: -4664.699363
Molecular weight in g mol⁻¹: 621.71
Orbital gap in eV: 8.038
Charge: +1



Record 4
Here is C19H45InN4O6PS2 as an isolated structure at a distorted geometry from the OMol25 dataset. Energies are from ωB97M-V with the def2-TZVPD basis set.

Geometry as XYZ:
```
78
Properties=species:S:1:pos:R:3:mulliken_charge:R:1
C 0.45 -4.54 0.76 -1.309
C 1.90 -4.20 1.10 0.038
N 2.93 -4.73 0.17 0.315
C 4.18 -5.07 0.85 -0.899
C 4.98 -3.78 1.13 -0.684
C 2.46 -5.80 -0.63 -0.084
S 2.26 -7.30 0.01 -0.222
S 2.12 -5.62 -2.35 -0.176
C 1.71 -3.90 -2.81 -0.582
C 2.79 -2.85 -2.56 0.324
C 2.25 -1.41 -2.90 -1.619
In 1.10 -0.42 -1.26 1.014
C -0.62 0.72 -2.19 -1.411
C -1.77 0.79 -1.11 -0.402
C -3.00 0.03 -1.67 -0.485
C -3.79 -0.52 -0.50 -0.683
O -5.19 -0.74 -0.83 -0.355
C -5.88 -1.17 0.24 0.714
C -5.42 -2.38 1.03 -0.989
O -6.85 -0.60 0.57 -0.541
C 2.27 1.10 -0.09 -1.868
C 3.78 1.13 -0.36 1.247
N 4.39 2.00 0.68 -0.774
N 4.39 -0.19 -0.42 -0.383
N 3.99 1.85 -1.65 -0.632
H 0.21 -5.56 1.06 0.418
H 0.20 -4.38 -0.29 0.203
H -0.17 -3.88 1.37 0.386
H 1.98 -3.11 1.06 -0.037
H 2.12 -4.47 2.14 0.242
H 4.03 -5.65 1.77 0.465
H 4.76 -5.71 0.17 0.475
H 5.80 -3.71 0.41 0.330
H 5.34 -3.81 2.16 0.334
H 4.37 -2.89 1.01 -0.039
H 1.54 -3.93 -3.89 0.468
H 0.75 -3.61 -2.36 0.137
H 3.15 -2.83 -1.54 -0.114
H 3.60 -3.07 -3.27 0.341
H 3.03 -0.80 -3.34 0.357
H 1.52 -1.58 -3.71 0.509
H 0.41 -1.65 -0.14 -0.498
H -0.95 0.30 -3.14 0.497
H -0.24 1.74 -2.30 0.317
H -1.42 0.34 -0.18 0.353
H -2.08 1.82 -0.89 0.253
H -2.64 -0.75 -2.34 0.329
H -3.58 0.74 -2.25 0.286
H -3.75 0.15 0.37 0.360
H -3.33 -1.47 -0.19 0.313
H -6.31 -2.82 1.47 0.330
H -4.95 -3.14 0.40 0.356
H -4.73 -2.12 1.83 0.281
H 1.85 2.09 -0.25 0.415
H 2.15 0.89 0.99 0.293
H 5.37 2.17 0.48 0.230
H 4.25 1.61 1.60 0.248
H 5.19 -0.18 0.20 0.259
H 3.75 -0.89 -0.07 -0.251
H 3.99 2.83 -1.39 0.342
H 4.93 1.59 -1.93 0.262
C -5.02 4.59 1.93 -0.765
O -3.59 4.73 1.94 -0.270
P -2.99 6.19 1.34 0.987
O -2.87 5.75 -0.09 -0.612
O -1.58 6.07 2.13 -0.311
C -1.27 5.04 3.07 -0.523
O -2.65 7.82 1.05 -0.302
C -3.77 8.64 0.73 -0.717
H -5.27 3.61 2.33 0.248
H -5.49 5.35 2.56 0.324
H -5.40 4.67 0.91 0.328
H -1.11 4.09 2.55 0.229
H -2.04 4.94 3.82 0.284
H -0.34 5.32 3.56 0.241
H -4.49 8.66 1.56 0.304
H -4.27 8.27 -0.17 0.321
H -3.41 9.65 0.55 0.234
```

Highest occupied orbital energy in Eh: -0.160
DFT total energy in hartree: -2749.160635
Molecular weight in g mol⁻¹: 635.52
Orbital gap in eV: 4.381
Charge: -1



Record 5
Here is a 4-piece molecular cluster, C19H45N3O13P3 overall at a distorted geometry from the OMol25 dataset. Energies are from ωB97M-V with the def2-TZVPD basis set.

Geometry as XYZ:
```
83
Properties=species:S:1:pos:R:3:mulliken_charge:R:1
C 2.54 -0.86 1.13 -0.005
C 1.89 -0.34 0.28 -1.849
C 1.21 0.40 -0.81 0.940
C -0.21 -0.09 -1.23 -0.182
N -0.63 1.14 -1.92 -0.013
O 0.06 1.39 -3.12 -0.379
C -0.34 2.11 -0.87 -0.221
N -1.16 3.07 -0.47 -0.051
N 0.85 1.77 -0.38 0.533
C 1.91 2.83 -0.28 0.042
C 2.18 3.06 1.24 -1.561
C 3.24 2.44 -0.96 -0.748
C 4.32 3.54 -0.90 -0.365
C 5.68 2.88 -1.32 -1.224
H 3.23 -1.24 1.87 0.593
H 1.80 0.25 -1.72 0.503
H -0.95 -0.22 -0.43 0.370
H -0.08 -0.87 -1.98 0.052
H 0.80 2.00 -2.98 0.360
H -1.39 3.87 -1.04 0.218
H -1.68 3.02 0.40 0.174
H 1.53 3.78 -0.69 0.269
H 2.78 2.23 1.65 0.317
H 2.62 4.04 1.41 0.439
H 1.22 3.02 1.79 0.427
H 3.01 2.24 -2.03 0.305
H 3.68 1.53 -0.53 0.419
H 4.13 4.37 -1.60 0.371
H 4.43 3.95 0.11 0.306
H 5.44 1.97 -1.91 0.331
H 6.22 2.51 -0.44 0.328
H 6.28 3.51 -1.97 0.359
C -6.82 7.15 0.74 -0.695
O -5.50 7.01 1.30 -0.302
P -4.88 5.46 1.36 0.992
O -5.83 4.87 2.37 -0.663
O -3.51 5.98 2.04 -0.315
C -3.58 6.70 3.26 -0.663
O -4.10 4.06 0.89 -0.173
C -4.93 3.06 0.27 -0.676
H -6.98 8.20 0.50 0.249
H -6.92 6.57 -0.17 0.291
H -7.56 6.84 1.47 0.300
H -4.47 6.45 3.84 0.340
H -3.58 7.77 3.06 0.258
H -2.70 6.46 3.85 0.237
H -5.62 3.51 -0.44 0.325
H -5.49 2.52 1.03 0.306
H -4.28 2.36 -0.26 0.191
C -1.94 -5.89 -4.88 -0.681
O -1.42 -4.58 -5.15 -0.314
P 0.25 -4.46 -5.26 1.099
O 0.59 -4.78 -3.83 -0.678
O 0.16 -2.88 -5.54 -0.375
C -0.49 -2.06 -4.59 -0.629
O 1.77 -4.49 -5.92 -0.270
C 2.47 -5.74 -5.85 -0.654
H -3.00 -5.89 -5.12 0.244
H -1.45 -6.64 -5.50 0.294
H -1.81 -6.14 -3.83 0.297
H -0.46 -2.49 -3.59 0.285
H -1.53 -1.90 -4.89 0.297
H 0.01 -1.09 -4.57 0.234
H 1.81 -6.57 -6.10 0.299
H 2.88 -5.88 -4.85 0.272
H 3.28 -5.71 -6.57 0.248
C 3.02 -6.27 4.02 -0.675
O 1.79 -6.17 4.75 -0.317
P 0.98 -4.70 4.65 1.152
O 1.99 -3.84 5.37 -0.669
O -0.20 -5.22 5.59 -0.351
C 0.12 -5.71 6.90 -0.634
O -0.02 -3.50 4.08 -0.371
C 0.58 -2.56 3.18 -0.704
H 3.28 -7.32 3.94 0.248
H 2.92 -5.86 3.02 0.282
H 3.81 -5.75 4.56 0.291
H 1.04 -5.26 7.28 0.334
H 0.22 -6.79 6.87 0.246
H -0.70 -5.45 7.56 0.244
H 1.22 -3.05 2.45 0.297
H 1.15 -1.83 3.75 0.360
H -0.22 -2.04 2.65 0.241
```

Highest occupied orbital energy in Eh: -0.419
DFT total energy in hartree: -2916.940006
Molecular weight in g mol⁻¹: 616.50
Orbital gap in eV: 6.495
Charge: +1



Record 6
Here is a 7-piece molecular cluster, C19H45N5O7 overall at a distorted geometry from the OMol25 dataset. Energies are from ωB97M-V with the def2-TZVPD basis set.

Geometry as XYZ:
```
76
Properties=species:S:1:pos:R:3:mulliken_charge:R:1
C 0.66 0.70 -0.01 0.453
C 0.01 0.24 -1.36 -1.489
O -0.89 0.96 -2.06 -0.665
H -0.13 0.86 0.72 -3.490
H 1.04 1.72 -0.08 -0.996
H 1.35 0.06 0.53 -0.005
H -0.44 -0.73 -1.12 -1.542
H 0.87 -0.09 -1.94 1.251
C 2.31 4.39 -0.90 -1.598
C 1.85 3.00 -1.40 0.387
O 0.68 3.02 -2.13 -0.727
H 1.65 4.91 -0.20 0.337
H 2.17 4.98 -1.81 0.395
H 3.31 4.49 -0.50 0.320
H 1.91 2.27 -0.59 0.791
H 2.67 2.70 -2.04 0.147
C 2.41 -2.82 0.25 0.564
O 2.72 -3.63 1.16 -0.693
N 3.26 -2.33 -0.66 0.318
C 2.67 -1.56 -1.79 -0.496
C 4.58 -2.66 -0.90 -1.079
H 1.43 -2.33 0.19 -0.110
H 2.85 -1.97 -2.78 0.461
H 3.04 -0.54 -1.95 0.443
H 1.63 -1.27 -1.68 -0.196
H 5.15 -1.87 -1.38 0.341
H 5.07 -2.93 0.04 0.336
H 4.72 -3.51 -1.57 0.350
C -0.29 3.96 3.10 0.181
O -0.51 4.54 4.17 -0.690
N -1.11 3.10 2.55 0.352
C -2.53 3.06 2.96 -1.100
C -0.81 2.39 1.25 -0.761
H 0.62 4.11 2.50 0.362
H -3.25 2.25 2.88 0.308
H -2.92 3.95 2.46 0.363
H -2.51 3.31 4.02 0.381
H -1.17 1.40 1.53 1.490
H -1.28 2.80 0.35 0.526
H 0.25 2.30 1.00 0.753
C -0.73 -2.90 1.32 0.010
O -0.29 -4.10 1.12 -0.705
N -1.41 -2.13 0.47 0.426
C -1.70 -0.76 0.81 0.840
C -1.68 -2.63 -0.92 -0.804
H -0.79 -2.45 2.32 0.473
H -1.33 -0.40 1.77 -1.523
H -2.77 -0.73 0.62 0.199
H -1.34 -0.10 0.02 0.742
H -2.63 -2.24 -1.26 0.462
H -0.98 -2.40 -1.72 0.243
H -1.68 -3.72 -0.99 0.253
C -2.33 -2.32 -3.30 0.551
O -2.52 -3.40 -3.71 -0.708
N -2.85 -1.19 -3.78 0.242
C -2.21 0.05 -3.39 -0.331
C -3.59 -1.20 -4.99 -1.081
H -1.74 -2.08 -2.40 -0.417
H -2.95 0.66 -2.86 0.279
H -1.96 0.70 -4.22 0.325
H -1.26 -0.10 -2.88 -0.334
H -4.10 -0.25 -5.15 0.397
H -3.00 -1.37 -5.90 0.332
H -4.34 -1.99 -5.03 0.307
C -0.87 -1.04 3.61 -0.473
O -1.83 -0.53 3.00 -0.468
N 0.43 -0.69 3.41 0.593
C 1.49 -1.15 4.20 -1.130
C 0.76 0.40 2.53 -0.439
H -0.84 -1.79 4.41 0.366
H 1.35 -0.37 4.95 0.526
H 2.46 -1.00 3.74 0.248
H 1.31 -2.12 4.66 0.257
H 1.41 1.13 3.00 0.566
H 1.50 0.12 1.77 0.869
H -0.03 0.88 1.96 0.934
```

Highest occupied orbital energy in Eh: 0.017
DFT total energy in hartree: -1550.750755
Molecular weight in g mol⁻¹: 455.60
Orbital gap in eV: 3.927
Charge: -2